This record from the OMol25 dataset describes a cluster of 14 separate species, C92H149N11O10 in total. The level of theory is ωB97M-V with the def2-TZVPD basis set.

Each line ends with the Mulliken charge.
CARTESIAN COORDINATES (ANGSTROEM)
O  -6.370  3.659  5.868  -0.7117
O  1.993  8.086  4.414  -0.6790
O  3.439  2.284  0.980  -0.7750
O  -2.186  10.159  1.323  -0.6903
O  -0.766  0.152  -1.836  -0.1869
O  -3.278  6.594  -1.681  -0.6447
O  0.008  1.762  8.644  -0.6609
O  -2.133  2.435  3.709  -0.7272
O  4.744  -4.137  1.703  -0.5475
O  -2.712  6.992  3.408  -0.5352
N  -0.899  -2.275  2.950  0.5322
N  -0.040  8.863  3.853  -0.1481
N  -1.636  -1.492  -6.549  0.6532
N  -6.898  0.031  -1.504  0.2477
N  -3.681  4.622  -2.590  -0.1438
N  4.070  -5.563  3.288  -0.3950
N  8.867  -2.290  -3.797  0.4061
N  -3.399  9.036  -0.028  -0.2939
N  3.099  -4.395  -5.323  0.4795
N  6.647  -0.290  3.646  -0.0718
N  -2.271  -6.055  -2.236  -0.0268
C  0.382  6.520  3.969  0.9236
C  0.064  2.048  -0.540  0.1200
C  -7.738  -0.120  -0.337  -0.1027
C  2.451  -4.850  1.742  -0.5870
C  -1.187  8.088  0.655  -0.0754
C  -1.297  -0.073  -4.666  -0.5259
C  -3.958  4.891  1.874  0.3461
C  -3.037  -5.019  -1.411  -0.3606
C  -0.501  1.712  7.494  -0.1694
C  3.624  -2.205  -6.302  -1.5654
C  6.234  2.069  3.008  -1.2150
C  -3.750  -2.663  -5.948  -1.2630
C  -4.318  5.166  3.232  -0.3858
C  10.622  -0.964  -4.730  -1.2963
C  5.206  -0.469  3.853  1.3228
C  8.238  -3.577  -4.292  0.2454
C  10.256  -2.291  -4.010  -0.5903
C  -8.794  1.218  -2.832  -1.4801
C  5.068  -5.670  -4.635  -1.0637
C  1.673  -4.446  -5.508  0.2215
C  1.469  -0.149  -0.853  0.5895
C  4.857  -0.870  5.280  -1.8350
C  -4.223  6.557  5.349  0.2390
C  -7.305  1.154  -2.421  -0.2376
C  -2.058  -0.166  -6.008  -1.2293
C  -5.694  6.125  7.285  -0.8400
C  3.547  -5.432  -4.485  -0.1861
C  -0.221  4.532  0.796  -0.1203
C  -2.295  9.151  0.698  0.1718
C  -2.763  -3.539  3.995  -1.5645
C  -1.252  4.009  -0.035  1.4349
C  -4.656  -0.081  -2.433  -1.4567
C  -5.587  3.106  1.820  -0.2389
C  1.079  -1.255  3.720  -1.0221
C  0.371  2.312  6.392  1.0839
C  -5.336  6.241  -3.035  -1.2820
C  -2.348  -7.761  -0.631  -1.6020
C  -5.188  5.677  6.035  0.6512
C  -5.267  4.348  3.877  0.1737
C  8.470  -1.639  -2.525  -0.9577
C  6.888  0.730  2.613  0.1842
C  0.845  7.889  4.154  0.0477
C  -5.841  3.372  3.150  -0.7040
C  -3.585  -0.664  7.384  -0.8501
C  1.003  3.837  0.806  -0.9825
C  -4.380  8.201  7.139  -0.7374
C  -3.968  5.855  -2.449  0.7924
C  -3.606  6.285  3.965  0.7597
C  -0.302  -4.537  -2.612  0.4219
C  3.674  -0.355  0.075  -0.4984
C  -2.408  0.029  7.858  -0.4416
C  -1.649  2.165  4.843  -0.2587
C  -4.628  3.904  1.112  -1.0587
C  -3.610  0.755  5.514  -0.0953
C  -3.753  7.760  6.012  -0.8016
C  -1.232  -1.612  -7.982  -0.6201
C  -8.219  -1.558  -0.233  -1.4142
C  3.573  -3.108  -5.046  0.9814
C  -1.123  -2.735  1.564  -1.0964
C  -3.608  -4.021  -2.372  -0.5337
C  0.749  2.969  4.035  0.9794
C  8.364  -4.621  -3.224  -1.0084
C  -2.111  -2.150  3.822  -0.0278
C  -1.716  0.910  7.067  0.5210
C  -5.647  4.505  5.357  0.7351
C  2.785  -2.176  -1.123  -1.1544
C  0.172  0.658  -1.184  -0.3349
C  3.852  -4.833  2.191  0.5119
C  -0.146  2.531  5.072  0.1403
C  3.799  -1.626  -0.356  -0.9946
C  -2.190  -2.726  -5.916  0.2327
C  1.124  2.539  0.215  0.4758
C  7.012  -0.950  -2.696  -0.3881
C  -4.212  -0.226  6.237  -0.8979
C  -5.313  7.402  7.789  -0.3997
C  1.637  -1.382  -1.409  -0.5954
C  2.555  2.967  5.530  -0.7623
C  -1.539  -6.704  -1.189  -0.0349
C  2.529  0.437  -0.165  0.4730
C  -2.349  1.300  5.845  0.6247
C  -0.199  -1.051  2.904  0.8648
C  -5.435  0.171  -1.179  0.2473
C  8.632  -1.729  3.105  -1.5711
C  1.775  2.573  6.641  -1.0675
C  7.128  -1.646  3.252  0.1190
C  -2.435  -1.337  -8.971  -1.1805
C  -1.276  -5.541  -3.221  -1.4014
C  -2.170  -1.801  0.837  -0.3472
C  -1.107  2.830  -0.755  -1.1780
C  1.534  -5.240  -6.883  -1.6204
C  2.448  1.799  0.378  0.5441
C  2.082  3.219  4.261  -0.8497
H  -0.398  5.462  1.316  -0.2540
H  -3.038  8.342  5.450  0.4195
H  -5.944  5.343  -2.924  0.3087
H  -0.923  8.576  3.454  0.0228
H  -3.528  -3.395  4.758  0.5061
H  -3.183  -1.784  1.239  0.2810
H  -8.687  0.414  -0.372  0.4448
H  8.852  -1.253  2.150  0.2920
H  6.457  2.286  4.052  0.3694
H  -3.862  -5.469  -0.859  0.7085
H  -0.720  -6.384  -3.632  0.6681
H  7.960  0.903  2.710  0.5306
H  8.811  -3.869  -5.172  0.3673
H  -7.237  0.062  0.613  -0.0034
H  -5.695  7.729  8.745  0.3895
H  2.602  -2.049  -6.648  0.2079
H  -2.861  -3.526  -2.992  -0.2952
H  -3.142  -0.175  -5.892  0.3542
H  2.438  -4.307  0.797  -0.2522
H  4.735  -2.151  -0.232  0.8218
H  -4.204  -2.614  -6.938  0.2582
H  0.598  -4.984  -2.188  0.6898
H  2.695  3.525  3.425  0.5002
H  -0.718  -7.270  -1.630  0.4820
H  -0.932  -2.620  -8.267  0.1882
H  -1.727  -1.738  4.755  0.5032
H  -3.119  -3.899  3.030  0.1988
H  -2.905  -1.540  3.392  0.1022
H  -0.440  -0.880  -8.144  0.5050
H  5.610  -5.963  -3.735  0.3931
H  6.544  -2.104  2.453  0.2613
H  -6.432  5.520  7.792  0.4865
H  -1.129  0.984  -4.460  0.5717
H  -2.085  -1.184  -9.993  0.4178
H  -0.372  -0.649  -4.674  0.1730
H  -1.669  -2.826  -4.964  -0.4090
H  1.717  -0.374  3.664  0.1137
H  -4.059  -3.285  -1.706  0.1336
H  -4.950  1.001  -0.667  -0.1929
H  3.875  -0.452  5.502  0.2930
H  6.499  0.490  1.623  -0.2374
H  3.608  3.117  5.719  0.4289
H  7.013  -2.376  4.052  0.2090
H  -8.593  -1.719  0.778  0.4385
H  7.162  -3.469  -4.427  -0.5133
H  -5.146  -0.621  -0.488  0.3504
H  -3.076  -2.217  -8.928  0.2716
H  9.377  -1.376  3.819  0.2979
H  10.459  -2.993  -4.819  0.3800
H  0.476  3.194  3.015  -0.1235
H  -4.477  -4.340  -2.947  0.3449
H  10.239  -0.723  -5.722  0.3151
H  -4.317  -2.006  -5.289  0.1040
H  9.040  -0.758  -2.230  0.4041
H  8.547  -2.242  -1.621  0.3665
H  -4.176  9.122  7.664  0.4048
H  1.676  -2.007  3.203  -0.1155
H  10.334  -0.120  -4.104  0.2656
H  11.674  -0.868  -5.001  0.4199
H  -5.356  6.486  -4.097  0.3315
H  -4.036  -1.477  7.933  0.4486
H  -4.190  -3.595  -5.593  0.4615
H  -1.831  0.664  -6.677  0.5201
H  -5.079  -0.697  5.797  0.5364
H  -3.369  5.626  1.345  0.1831
H  -2.472  -4.452  -0.671  -0.0073
H  4.968  -5.542  3.751  0.2586
H  4.636  -1.143  3.213  -0.1874
H  3.730  -1.154  -6.036  0.4720
H  -2.129  -1.939  -0.244  -0.0186
H  4.956  -1.955  5.287  0.3562
H  -0.118  -2.825  1.153  -0.0066
H  -1.043  7.660  -0.336  0.5429
H  0.995  -1.772  -2.185  0.2316
H  -2.131  4.610  -0.215  -0.2896
H  0.016  -0.743  1.881  -0.5862
H  6.334  -1.747  -3.001  -0.1416
H  5.163  2.156  2.823  0.0567
H  -0.458  6.529  3.274  -0.7987
H  -1.792  -0.781  0.902  0.3742
H  -3.069  -8.254  -1.283  0.3506
H  4.470  -2.235  -6.989  0.3605
H  -8.928  2.070  -3.499  0.4217
H  -8.964  -1.946  -0.928  0.3118
H  4.578  0.398  3.650  -0.4088
H  1.129  -4.966  -4.719  -0.3123
H  -1.486  7.173  1.166  -0.5451
H  -4.542  0.767  -3.108  0.2825
H  -6.167  2.257  1.488  0.3093
H  2.154  -5.896  1.661  0.5766
H  3.316  -5.984  3.812  0.1781
H  -3.030  -7.327  0.099  0.3283
H  -4.382  3.690  0.083  0.7955
H  9.364  -5.047  -3.140  0.3368
H  -3.086  -0.504  -8.706  0.2852
H  -7.308  -2.144  -0.350  0.2157
H  5.267  -6.453  -5.367  0.3035
H  0.017  -3.951  -3.474  -0.3552
H  -3.519  8.206  -0.591  0.2984
H  5.529  -4.740  -4.968  0.1427
H  -1.791  -8.451  0.003  0.4384
H  1.785  -4.384  2.468  0.3090
H  -7.044  2.077  -1.903  0.2242
H  -0.890  -0.296  3.281  0.1297
H  0.135  6.052  4.922  0.3363
H  5.509  -0.518  6.079  0.4129
H  7.701  -5.437  -3.511  0.4027
H  -6.604  2.763  3.611  0.4727
H  0.252  9.829  3.832  0.2387
H  -9.111  0.349  -3.409  0.3322
H  -1.010  -6.147  -0.415  0.0793
H  -2.024  -4.248  4.368  0.3010
H  1.237  6.010  3.526  0.0276
H  2.964  -3.144  -1.568  1.0659
H  0.507  -5.267  -7.247  0.4518
H  6.663  2.888  2.430  0.4597
H  7.138  -0.145  -3.420  0.3522
H  3.062  -6.405  -4.564  0.5331
H  -2.774  4.252  -2.344  0.1227
H  8.915  -2.780  3.046  0.4571
H  -3.623  -0.362  -2.226  0.2169
H  4.543  -3.001  -4.560  -0.2838
H  -1.838  -3.620  -6.431  0.2615
H  -9.465  1.338  -1.982  0.3888
H  3.269  -5.096  -3.486  -0.1516
H  1.941  -6.251  -6.924  0.2492
H  1.864  4.272  1.293  0.4920
H  -1.819  -5.170  -4.091  0.1384
H  -5.160  -0.819  -3.057  0.4961
H  -5.870  7.077  -2.583  0.3187
H  2.342  2.438  7.551  0.4548
H  -1.767  -0.586  -3.827  -0.0784
H  -1.404  -3.779  1.704  0.5149
H  -4.309  4.117  -3.199  0.1358
H  -0.701  -3.936  -1.795  -0.0799
H  -6.736  1.092  -3.348  0.2277
H  10.846  -2.414  -3.102  0.3515
H  -1.867  2.486  -1.441  0.6072
H  1.080  -3.536  -5.597  0.2438
H  6.721  -0.654  -1.688  0.1158
H  -3.991  1.028  4.541  0.6034
H  -4.065  9.793  0.029  0.2040
H  8.100  -4.285  -2.221  0.1735
H  -0.244  8.428  1.083  0.6045
H  0.933  -1.573  4.752  0.3075
H  4.511  0.000  0.659  0.4999
H  -1.912  -0.364  8.733  0.4208
H  1.862  -4.637  -7.730  0.4096
H  2.902  -2.637  -4.328  -0.2726

Force components x, y, z for each atom (eV/Å):
O 0.59 0.71 -0.13
O 2.25 0.95 1.02
O -2.77 -0.68 -1.43
O 1.32 2.35 2.42
O 2.45 1.37 1.73
O -1.33 -1.10 -1.96
O -2.43 -0.47 -2.64
O 0.74 -0.63 3.27
O -0.66 -0.63 -0.15
O -2.78 -2.16 2.16
N -1.68 -1.03 -0.43
N -0.57 0.13 0.12
N 0.90 -1.16 -1.67
N 0.97 1.91 -0.43
N 0.48 -3.90 -1.49
N 0.37 -1.07 1.43
N -1.63 -0.05 0.32
N -0.74 -1.72 -1.16
N -0.53 -0.47 -1.39
N -1.65 -1.40 -1.12
N 0.43 1.52 1.77
C -0.53 -1.17 -0.54
C -0.50 -0.88 -1.03
C -1.37 -0.96 -0.02
C -0.44 -0.07 -0.76
C -0.65 -0.76 -0.44
C -0.56 0.37 -0.09
C -1.80 0.22 0.11
C -0.17 -0.16 -2.73
C 3.07 -0.45 1.85
C -0.62 1.63 1.15
C 0.32 0.26 -0.05
C -0.44 -1.70 0.88
C 1.16 -0.27 -0.89
C 0.95 0.85 0.36
C -1.03 1.20 1.12
C 0.42 1.60 2.48
C 0.86 1.66 -2.48
C 0.51 -0.23 0.14
C -0.18 0.19 -0.02
C -0.67 -2.11 -2.79
C -1.35 1.95 -0.89
C 0.30 -0.43 -0.03
C 0.72 0.61 1.55
C -0.51 -0.57 0.61
C 0.92 -2.48 0.48
C 0.70 0.99 -0.85
C 1.56 -0.62 1.78
C 0.29 -1.63 -1.41
C 0.82 -0.72 -0.59
C 0.88 0.93 0.55
C 0.58 0.23 -0.15
C 0.73 0.07 -1.14
C 1.18 0.97 -0.25
C 0.57 0.90 -0.85
C 0.63 0.35 -0.62
C -0.09 -0.11 -0.20
C -2.44 -1.13 3.02
C 1.99 3.72 0.15
C 1.45 1.89 1.17
C -2.23 0.76 -1.08
C -0.19 0.84 1.45
C -0.55 0.72 -0.86
C -1.41 -1.53 -0.56
C 0.99 1.22 0.81
C -0.96 -0.29 -0.08
C -0.47 -0.25 1.42
C -0.26 5.61 3.23
C 0.38 1.06 -1.17
C 0.38 0.13 -0.68
C -0.10 1.90 0.97
C -0.72 -2.43 -0.22
C 1.05 0.72 -3.59
C -0.61 -0.72 2.22
C 1.91 1.39 -1.36
C -1.02 -1.76 -2.38
C -2.32 1.32 0.34
C 0.86 -0.78 0.68
C 0.77 2.56 -0.26
C -1.38 -0.07 1.47
C -1.16 1.17 0.77
C -1.34 0.06 0.37
C 0.15 -1.44 0.09
C 0.84 -1.90 -1.21
C -0.84 2.20 -0.82
C -1.09 -2.04 -1.32
C -0.74 1.15 -0.34
C -0.98 -1.03 -0.17
C 1.33 1.67 0.39
C 0.07 -0.45 0.81
C -0.12 -1.29 -1.06
C -0.67 2.16 -0.88
C 0.59 1.43 0.46
C 2.00 -2.02 0.81
C 0.16 -0.61 0.26
C -0.28 -1.90 -0.49
C 1.35 -2.58 -0.54
C 0.54 0.12 1.60
C 2.23 -2.21 -1.64
C 0.51 -1.01 0.62
C -0.31 -0.29 0.36
C 0.80 0.89 1.18
C -0.37 -1.59 -0.44
C 0.62 -0.29 -1.98
C -1.08 0.00 -2.35
C 0.99 0.33 2.13
C 0.48 -0.34 0.53
C -1.00 0.14 0.91
C 1.79 -0.32 -0.46
C 1.24 -0.10 1.07
C -1.66 1.18 0.03
C 1.62 1.18 1.45
C -0.89 -0.76 0.54
H 0.32 -0.05 0.02
H 0.18 0.11 0.18
H -0.33 0.11 0.00
H -0.03 0.49 0.12
H -0.39 -0.48 -0.28
H 0.12 -0.49 -0.08
H 0.47 0.92 -0.05
H 0.68 -0.12 -0.13
H -0.14 -0.05 0.11
H 0.20 -0.49 -0.17
H -0.09 -0.29 0.29
H 0.11 -0.08 -0.98
H -0.63 0.16 -0.19
H 0.21 0.53 -0.07
H -0.25 0.02 -0.04
H 0.10 -0.96 -1.19
H -0.14 -0.04 0.00
H -0.18 0.28 0.27
H -0.46 -0.24 0.00
H -0.09 -0.21 0.35
H 0.59 0.47 -0.23
H 0.02 -0.34 -0.12
H 0.28 0.04 0.15
H 0.47 0.18 -0.56
H 0.52 0.04 0.63
H -0.36 0.03 0.12
H -0.41 0.01 0.25
H 0.17 0.74 0.00
H 0.18 -0.17 -0.19
H -0.44 -0.03 0.25
H 0.31 0.27 -0.70
H 0.05 -0.07 0.08
H 0.17 -0.13 0.60
H -0.01 -0.10 -0.06
H 0.39 0.52 -0.69
H -0.82 0.08 0.70
H 0.02 0.34 0.42
H 0.03 0.69 -0.18
H -1.04 1.22 0.12
H -0.29 -0.73 0.15
H 0.47 -0.46 -0.38
H 0.19 0.02 0.06
H -1.02 0.42 0.66
H -0.13 -0.18 0.08
H 0.15 0.48 -0.68
H -0.49 -0.49 0.04
H -0.04 -0.06 -0.28
H -0.91 0.70 0.59
H 0.49 -0.74 0.70
H -1.01 -0.37 0.20
H 0.39 -0.50 -0.34
H -1.10 -0.85 0.07
H 0.73 0.78 -0.03
H 0.91 -0.19 -0.83
H -0.34 -0.63 0.00
H 0.45 0.26 -0.43
H -0.09 -0.35 0.07
H 0.20 0.15 0.07
H 0.54 -0.13 0.80
H 0.57 -0.18 -0.12
H 0.26 -0.01 0.31
H 0.34 -0.62 0.14
H 0.37 -0.30 -0.17
H -0.22 -0.12 0.38
H 0.51 -0.10 0.19
H 0.70 -0.28 0.04
H -0.08 0.15 -0.27
H 0.74 -0.89 -0.59
H 0.40 0.28 1.07
H -0.50 -0.44 -0.10
H -0.70 -0.14 0.61
H -0.16 0.56 -0.66
H 0.14 0.56 -0.38
H -0.66 0.10 0.31
H -0.13 0.09 0.22
H 0.36 0.00 -0.03
H -0.29 0.34 -0.33
H 0.05 -0.32 0.09
H -0.13 -0.51 0.29
H -0.04 0.19 0.33
H 0.73 -0.21 -0.52
H -0.51 -1.20 -0.40
H 0.02 0.15 0.11
H 0.08 0.53 -0.28
H 0.82 0.77 0.03
H 0.42 -0.44 0.18
H -0.33 0.28 0.60
H -0.18 0.46 0.18
H 0.27 0.08 -1.00
H -0.29 0.06 -0.40
H 0.11 0.07 -0.29
H -0.30 0.16 0.35
H 0.01 0.20 -0.09
H 0.17 0.09 -0.09
H 0.31 0.24 0.20
H -0.14 -0.53 0.04
H -0.05 0.15 -0.20
H 0.16 0.67 0.54
H -0.44 0.14 -0.32
H 0.10 -0.21 -0.15
H 0.16 -0.34 -0.37
H 0.07 0.17 0.02
H 0.03 0.53 -0.13
H 0.46 0.70 0.28
H -0.15 -0.09 -0.11
H 0.34 0.37 -0.40
H 0.03 -0.28 0.32
H 0.02 -0.08 0.33
H -0.11 -0.23 -0.07
H 0.12 -0.20 0.15
H -0.39 0.84 0.12
H -0.02 -0.06 0.04
H -0.18 -0.28 0.10
H -0.39 -0.11 -0.17
H -0.72 -0.65 0.66
H 0.23 -0.06 -0.14
H -0.42 -0.09 0.17
H -0.46 0.26 -0.72
H -0.13 0.07 -0.03
H -0.14 -0.19 -0.48
H -0.02 -0.32 0.10
H 0.18 -0.82 0.00
H -0.11 0.20 -0.55
H 0.02 0.04 -0.09
H 0.37 -0.28 1.03
H 0.19 0.25 0.27
H 0.11 -0.13 0.16
H -0.03 0.49 0.15
H 0.18 -0.40 0.22
H 0.54 -0.12 0.51
H -0.71 -0.19 0.34
H -0.72 0.51 -0.08
H -0.64 -0.10 -0.65
H 0.56 -0.53 0.09
H -0.32 0.25 -0.38
H 0.21 -0.09 0.20
H 0.34 -0.29 -0.09
H -0.05 -0.27 0.06
H 0.80 0.63 -0.16
H -0.22 0.52 -0.19
H -0.20 0.24 -0.04
H 0.17 -0.32 -0.05
H -0.28 0.15 -0.16
H -0.29 0.26 -0.11
H -0.22 0.12 -0.08
H -0.16 0.68 0.00
H -0.14 0.25 0.37
H 1.19 0.09 0.35
H -0.30 0.47 0.30

The value obtained for the LUMO energy is -1.48 eV. The frontier orbital gap comes out at 6.27 eV. Its net charge is 0. The total energy comes out at -4949.3977 Ha. The value obtained for the highest occupied orbital energy is -0.285 hartree.